{
  "formula": "C6H11NO",
  "method": "wB97M-V/def2-TZVPD",
  "lumo_ev": 0.08,
  "gap_ev": 8.6,
  "multiplicity": 1,
  "de_lowest_ev": 12.310,
  "species": ["C", "C", "C", "C", "C", "C", "H", "H", "H", "H", "H", "H", "H", "H", "H", "H", "H", "N", "O"],
  "xyz": [[1.28, -0.14, 0.25], [0.20, -0.24, 1.44], [-0.95, 0.46, 0.44], [-2.28, 0.36, -0.04], [-0.92, 0.03, -0.84], [0.56, 0.38, -1.08], [1.88, 1.40, 1.72], [3.54, -0.14, 0.65], [1.59, -1.16, 0.01], [-0.21, -1.14, 1.84], [0.52, 0.42, 2.36], [-0.64, 1.35, 0.66], [-2.75, 1.27, -0.36], [-2.85, -0.51, -0.09], [-0.49, -1.60, -2.09], [1.45, 0.45, -2.11], [0.62, 1.44, -0.94], [2.29, 0.73, 0.63], [-0.76, -1.50, -0.89]],
  "mulliken_charge": [0.53, -1.20, -0.30, -0.54, 0.84, -1.40, 0.29, 0.27, 0.46, 0.28, 0.17, 0.31, 0.24, 0.32, 0.37, 0.21, 0.45, -0.68, -0.61]
}

***

{
  "formula": "C23H45ClF2NO7P",
  "method": "wB97M-V/def2-TZVPD",
  "lumo_ev": 0.52,
  "smiles": "CCCCCC[C@@](F)(NP(O)Cl)[C@](O)(C[C@H](C)F)O[C@@](CCCCCOC)(COC)COC(C)=O",
  "gap_ev": 9.9,
  "multiplicity": 1,
  "species": ["C", "C", "C", "C", "C", "C", "C", "F", "N", "P", "O", "Cl", "C", "O", "C", "C", "C", "F", "O", "C", "C", "C", "C", "C", "C", "O", "C", "C", "O", "C", "C", "O", "C", "C", "O", "H", "H", "H", "H", "H", "H", "H", "H", "H", "H", "H", "H", "H", "H", "H", "H", "H", "H", "H", "H", "H", "H", "H", "H", "H", "H", "H", "H", "H", "H", "H", "H", "H", "H", "H", "H", "H", "H", "H", "H", "H", "H", "H", "H", "H"],
  "xyz": [[1.58, 3.96, 0.30], [0.89, 4.50, 1.56], [-0.51, 5.11, 1.32], [-1.65, 4.20, 1.77], [-1.93, 3.09, 0.75], [-2.92, 2.05, 1.29], [-2.98, 0.75, 0.51], [-4.07, 0.05, 0.99], [-3.19, 1.05, -0.91], [-4.45, 0.59, -1.92], [-4.74, -0.96, -1.49], [-6.02, 1.54, -0.93], [-1.76, -0.24, 0.69], [-2.12, -1.47, 0.14], [-1.41, -0.39, 2.18], [-0.45, 0.66, 2.74], [1.02, 0.28, 2.68], [-0.80, 0.85, 4.09], [-0.67, 0.33, -0.02], [0.18, -0.40, -0.92], [0.84, -1.64, -0.29], [2.33, -1.57, 0.05], [2.75, -2.72, 0.97], [2.37, -4.14, 0.50], [1.49, -4.87, 1.51], [1.47, -6.27, 1.32], [0.67, -6.70, 0.24], [-0.58, -0.77, -2.22], [0.08, -1.80, -2.91], [-0.40, -1.94, -4.23], [1.17, 0.71, -1.26], [2.05, 0.29, -2.30], [2.31, 1.24, -3.24], [3.51, 2.09, -2.99], [1.61, 1.34, -4.21], [2.13, 3.04, 0.51], [0.85, 3.73, -0.48], [2.30, 4.68, -0.09], [0.78, 3.69, 2.29], [1.53, 5.25, 2.01], [-0.63, 5.32, 0.25], [-0.58, 6.07, 1.84], [-1.39, 3.74, 2.72], [-2.56, 4.78, 1.93], [-2.38, 3.55, -0.13], [-0.99, 2.63, 0.47], [-3.92, 2.46, 1.20], [-2.76, 1.87, 2.35], [-2.31, 1.07, -1.41], [-5.28, -1.34, -2.20], [-2.22, -2.12, 0.84], [-2.33, -0.37, 2.76], [-0.96, -1.37, 2.32], [-0.59, 1.62, 2.25], [1.53, 0.68, 3.55], [1.17, -0.80, 2.62], [1.48, 0.73, 1.80], [0.31, -1.87, 0.64], [0.67, -2.49, -0.93], [2.58, -0.64, 0.57], [2.93, -1.61, -0.86], [2.30, -2.54, 1.95], [3.83, -2.69, 1.12], [3.27, -4.75, 0.40], [1.90, -4.12, -0.48], [0.47, -4.48, 1.49], [1.89, -4.70, 2.51], [0.36, -7.72, 0.45], [-0.23, -6.08, 0.14], [1.22, -6.67, -0.70], [-0.62, 0.13, -2.87], [-1.60, -1.06, -2.00], [-1.47, -2.17, -4.23], [0.13, -2.78, -4.68], [-0.20, -1.04, -4.80], [0.57, 1.57, -1.60], [1.72, 1.03, -0.38], [4.02, 1.84, -2.07], [4.18, 1.97, -3.84], [3.18, 3.13, -2.99]],
  "mulliken_charge": [-1.01, -0.35, -1.07, -0.85, 0.69, -1.54, 0.82, -0.52, 0.58, -0.08, -0.40, -0.28, 0.22, -0.52, -2.19, 2.80, -1.43, -0.52, 0.09, 1.60, -0.24, -0.45, -0.69, -0.51, -0.52, -0.44, -0.64, -1.74, -0.36, -0.85, -2.10, -0.24, 0.89, -1.20, -0.53, 0.07, 0.25, 0.51, 0.19, 0.52, 0.42, 0.39, 0.33, 0.47, 0.59, -0.88, 0.65, 0.29, 0.17, 0.33, 0.53, 0.41, 0.52, -1.18, 0.64, 0.21, 0.02, -0.50, 0.65, 0.24, 0.40, 0.14, 0.54, 0.53, 0.20, 0.25, 0.35, 0.25, 0.26, 0.27, 0.64, 0.85, 0.33, 0.28, 0.28, 1.05, 0.14, 0.28, 0.40, 0.29]
}

***

{
  "formula": "C3H4P2",
  "method": "wB97M-V/def2-TZVPD",
  "lumo_ev": 0.53,
  "gap_ev": 9.3,
  "multiplicity": 1,
  "de_lowest_ev": 2.883,
  "species": ["C", "C", "C", "P", "P", "H", "H", "H", "H"],
  "xyz": [[-0.51, -0.15, 0.90], [-0.83, -0.05, -0.51], [0.64, 0.20, -0.07], [0.78, -1.37, 0.77], [-0.15, 1.62, -0.98], [-0.98, 0.16, 1.80], [-1.16, -0.72, -1.37], [1.76, -0.83, 1.63], [0.46, 1.14, -2.16]],
  "mulliken_charge": [-0.32, -0.26, -0.04, -0.10, -0.02, 0.42, 0.27, 0.01, 0.03]
}

***

{
  "formula": "C21H36P2PtS",
  "method": "wB97M-V/def2-TZVPD",
  "lumo_ev": [-7.97, -9.78],
  "gap_ev": [3.8, 2.9],
  "total_charge": 2,
  "multiplicity": 5,
  "de_lowest_ev": 6.411,
  "species": ["P", "P", "C", "C", "H", "H", "H", "H", "C", "H", "H", "H", "C", "H", "H", "H", "C", "H", "H", "H", "C", "H", "H", "H", "Pt", "C", "C", "C", "C", "C", "C", "C", "C", "C", "H", "H", "H", "H", "H", "H", "H", "H", "H", "H", "H", "H", "H", "H", "H", "S", "C", "C", "C", "C", "C", "C", "H", "H", "H", "H", "H"],
  "xyz": [[1.29, -1.82, -1.09], [1.52, 1.44, -1.18], [1.08, -0.79, -2.66], [1.87, 0.52, -2.69], [0.00, -0.59, -2.62], [1.31, -1.50, -3.44], [2.95, 0.34, -2.67], [1.55, 1.03, -3.58], [0.53, 2.96, -2.16], [0.31, 3.81, -1.50], [-0.43, 2.67, -2.58], [1.17, 3.37, -2.95], [2.70, 2.78, -0.79], [2.83, 3.50, -1.60], [3.65, 2.33, -0.53], [2.32, 3.32, 0.08], [0.02, -2.99, -1.78], [-0.01, -3.94, -1.27], [0.27, -3.16, -2.82], [-0.97, -2.55, -1.69], [2.90, -2.76, -0.87], [3.71, -2.10, -0.45], [3.20, -3.14, -1.83], [2.75, -3.57, -0.14], [2.39, -0.18, 0.12], [-2.66, 2.09, -1.13], [-3.21, 1.48, -2.16], [-4.59, 0.85, -2.09], [-4.51, -0.21, -0.95], [-3.43, -1.28, -1.13], [-2.48, -1.29, -0.19], [-1.54, -0.09, -0.34], [-2.13, 1.33, 0.06], [2.40, -1.78, 1.64], [-2.41, 3.12, -1.10], [-2.79, 1.60, -3.14], [-4.94, 0.35, -2.97], [-5.30, 1.60, -1.72], [-4.27, 0.42, -0.07], [-5.48, -0.72, -0.70], [-3.32, -1.73, -2.11], [-2.09, -2.19, 0.27], [-1.28, -0.09, -1.42], [-0.67, -0.32, 0.29], [-2.83, 1.21, 0.91], [-1.32, 1.93, 0.48], [3.24, -1.59, 2.29], [2.36, -2.84, 1.39], [1.47, -1.52, 2.14], [2.57, 1.16, 2.06], [1.70, 0.48, 3.41], [2.42, -0.16, 4.46], [1.76, -0.52, 5.64], [0.38, -0.30, 5.77], [-0.34, 0.24, 4.70], [0.29, 0.50, 3.49], [3.49, -0.43, 4.31], [2.35, -0.91, 6.47], [-0.10, -0.55, 6.69], [-1.38, 0.48, 4.82], [-0.28, 0.70, 2.59]],
  "mulliken_spin": [0.23, 0.09, 0.03, 0.01, 0.03, 0.00, -0.01, 0.00, 0.01, 0.00, -0.01, 0.00, 0.04, 0.00, -0.01, 0.00, 0.06, 0.00, 0.01, -0.03, 0.06, 0.00, 0.02, -0.01, 0.46, 0.08, -0.05, 0.07, 0.08, 0.73, 0.91, -0.14, 0.06, 0.05, 0.00, -0.02, 0.00, 0.00, -0.03, 0.05, 0.04, 0.00, 0.18, 0.00, -0.03, 0.02, 0.00, 0.00, 0.00, 0.83, 0.05, 0.05, -0.01, 0.07, -0.01, 0.03, -0.01, 0.00, 0.00, 0.00, 0.01]
}

***

{
  "formula": "C27H23BBrN4O5Tl",
  "method": "wB97M-V/def2-TZVPD",
  "lumo_ev": 3.56,
  "gap_ev": 4.9,
  "total_charge": -2,
  "multiplicity": 1,
  "de_lowest_ev": 0.000,
  "species": ["Tl", "O", "C", "O", "C", "O", "C", "C", "O", "O", "H", "H", "H", "H", "H", "Br", "C", "C", "C", "C", "C", "C", "C", "C", "C", "C", "H", "H", "H", "H", "H", "H", "N", "C", "C", "C", "C", "C", "C", "N", "C", "C", "C", "C", "N", "C", "C", "H", "H", "H", "H", "H", "H", "H", "H", "H", "B", "C", "N", "H", "H", "H"],
  "xyz": [[0.01, 0.13, -0.27], [4.08, -0.81, 2.83], [2.76, -0.58, 2.61], [2.32, 0.52, 2.49], [2.00, -1.89, 2.53], [0.65, -1.77, 2.21], [-0.24, -1.57, 3.30], [-1.22, -0.34, 3.23], [-1.90, -0.26, 4.27], [-1.26, 0.38, 2.20], [4.55, 0.03, 2.70], [2.15, -2.42, 3.48], [2.46, -2.48, 1.73], [0.33, -1.47, 4.23], [-0.88, -2.45, 3.39], [0.09, -3.14, -1.60], [-1.09, -2.83, -3.08], [-1.05, -3.73, -4.11], [-1.87, -3.53, -5.24], [-2.73, -2.47, -5.27], [-2.83, -1.57, -4.19], [-3.76, -0.51, -4.20], [-3.83, 0.35, -3.14], [-2.96, 0.21, -2.04], [-2.01, -0.79, -1.96], [-1.96, -1.71, -3.05], [-0.38, -4.58, -4.07], [-1.81, -4.22, -6.07], [-3.37, -2.32, -6.14], [-4.41, -0.41, -5.06], [-4.56, 1.16, -3.16], [-3.06, 0.91, -1.22], [-5.09, 5.61, -1.36], [-5.85, 6.47, -2.11], [-6.95, 7.26, -1.82], [-7.44, 8.06, -2.85], [-6.85, 8.06, -4.11], [-5.76, 7.26, -4.40], [-5.25, 6.45, -3.39], [-4.17, 5.61, -3.39], [-4.09, 5.12, -2.17], [-3.03, 4.25, -1.68], [-2.88, 3.94, -0.33], [-1.80, 3.17, 0.06], [-0.88, 2.73, -0.79], [-1.03, 3.00, -2.08], [-2.08, 3.75, -2.57], [-5.25, 5.36, -0.40], [-7.40, 7.27, -0.84], [-8.29, 8.70, -2.66], [-7.26, 8.70, -4.88], [-5.29, 7.27, -5.38], [-3.58, 4.30, 0.42], [-1.66, 2.88, 1.10], [-0.26, 2.60, -2.74], [-2.18, 3.97, -3.63], [4.50, 1.73, -2.95], [3.24, 1.12, -2.25], [2.32, 0.65, -1.72], [4.19, 2.10, -4.07], [5.36, 0.87, -3.01], [4.89, 2.68, -2.29]],
  "mulliken_charge": [0.80, -0.50, 0.65, -0.48, -0.61, -0.28, -0.47, 0.30, -0.78, -0.54, 0.35, 0.42, 0.31, 0.36, 0.23, -0.19, 0.32, -0.66, -0.37, -0.87, 1.09, -0.89, -0.75, -0.35, -1.19, 0.93, 0.37, 0.34, 0.29, 0.28, 0.37, 0.50, 0.03, 0.63, -0.95, -0.40, -0.43, -0.72, 0.51, -0.63, -0.07, 0.99, -0.49, -0.52, -0.35, -0.44, -0.40, 0.17, 0.37, 0.36, 0.36, 0.43, 0.24, 0.41, 0.42, 0.47, 0.02, 0.06, -0.55, -0.16, -0.16, -0.15]
}

***

{
  "formula": "C4H14N2O",
  "method": "wB97M-V/def2-TZVPD",
  "lumo_ev": 0.91,
  "smiles": "CCNCCN.O",
  "gap_ev": 9.7,
  "multiplicity": 1,
  "de_lowest_ev": 1.814,
  "species": ["N", "C", "C", "N", "C", "C", "H", "H", "H", "H", "H", "H", "H", "H", "H", "H", "H", "H", "H", "H", "O"],
  "xyz": [[1.80, -1.96, 0.97], [0.83, -1.14, 0.21], [0.23, -0.04, 1.05], [-0.67, 0.83, 0.29], [-0.21, 1.30, -1.02], [1.18, 2.08, -0.99], [1.29, -2.71, 1.42], [2.17, -1.44, 1.77], [1.29, -0.78, -0.69], [0.02, -1.84, 0.03], [1.03, 0.53, 1.51], [-0.38, -0.48, 1.82], [-0.81, 1.69, 0.81], [-0.95, 2.03, -1.34], [-0.02, 0.47, -1.68], [0.93, 3.14, -1.00], [1.71, 1.77, -0.10], [1.63, 1.96, -1.97], [-3.58, -1.86, -1.15], [-3.89, -1.40, 0.28], [-3.59, -2.16, -0.23]],
  "mulliken_charge": [-0.68, -0.29, -0.71, -0.37, -0.67, -0.95, 0.30, 0.24, 0.27, 0.29, 0.37, 0.31, 0.24, 0.39, 0.35, 0.36, 0.30, 0.27, 0.31, 0.31, -0.64]
}

***

no.,E_tot (hartree)
1,-364.77909
2,-2486.10790
3,-799.23684
4,-2020.96135
5,-4409.32523
6,-345.50952